# C17H21Cl43IOS

A structure of composition C17H21Cl43IOS (ωB97M-V/def2-TZVPD, the Open Molecules 2025 dataset).

The geometry in XYZ format:
```
84
Properties=species:S:1:pos:R:3:forces:R:3
C -4.389968 2.884223 1.662950 0.0 0.1 -0.4
C -5.229795 4.159915 1.487410 0.2 -0.4 0.4
C -6.069032 4.098656 0.206602 0.5 0.0 0.0
I -6.225748 5.922243 -0.879795 -0.1 0.2 0.0
S -7.790174 3.590151 0.371202 0.0 0.1 0.1
O -7.998754 3.834131 1.926015 -0.1 -0.1 -0.1
Cl -7.660932 1.615942 0.196847 0.0 -0.3 0.1
H -3.622672 3.030030 2.423431 -0.2 0.0 0.0
H -3.865121 2.628141 0.734959 -0.1 0.0 0.1
H -5.020848 2.040187 1.957780 0.2 0.0 0.0
H -5.836980 4.260153 2.388685 -0.1 0.3 -0.3
H -4.587108 5.043098 1.439717 -0.1 -0.1 -0.1
H -5.648803 3.355994 -0.478767 -0.2 0.1 0.0
H -8.944577 3.766682 2.146046 -0.1 0.2 0.0
C -1.720891 -0.135511 2.533296 0.0 0.0 0.0
Cl -2.982247 -1.050097 3.359840 0.0 0.0 0.0
Cl -2.113536 0.076610 0.824545 0.0 0.0 0.0
Cl -1.457859 1.415725 3.328363 -0.1 0.0 -0.1
H -0.799061 -0.702362 2.587427 0.0 0.0 0.0
C -0.074795 1.829996 -2.132317 0.1 -0.1 0.0
Cl 0.921355 1.107333 -0.874729 0.0 0.0 -0.1
Cl -0.657814 0.600893 -3.251141 -0.2 0.1 0.1
Cl -1.427832 2.732279 -1.430207 0.0 0.1 0.0
H 0.538603 2.532696 -2.682374 0.0 0.0 0.0
C 1.395454 -3.188992 -2.394849 0.1 0.0 0.0
Cl 2.920422 -3.831907 -1.809577 0.1 0.1 0.0
Cl 0.478591 -2.429132 -1.090850 0.0 -0.1 0.0
Cl 1.664596 -2.046999 -3.715072 0.0 0.0 0.0
H 0.803556 -4.010631 -2.779291 0.0 0.0 0.0
C 2.347865 3.036655 3.483412 -0.2 0.0 0.0
Cl 2.149932 2.452809 1.830650 0.1 0.1 0.0
Cl 1.617319 4.632705 3.657100 0.0 0.0 0.1
Cl 1.629652 1.892838 4.615999 0.2 -0.1 0.1
H 3.399827 3.112759 3.727316 -0.1 0.0 -0.1
C 3.319731 -3.919878 -6.611666 0.0 0.0 0.1
Cl 3.102852 -2.503211 -7.634468 -0.1 -0.1 -0.2
Cl 3.237688 -5.408133 -7.545567 0.0 0.0 0.0
Cl 4.834392 -3.794779 -5.704812 0.0 0.0 0.1
H 2.515417 -3.934365 -5.888262 0.0 0.0 0.0
C 3.686935 1.368648 -5.646150 0.1 0.0 0.1
Cl 4.663278 2.627293 -4.894677 0.0 0.0 0.0
Cl 4.503324 -0.188791 -5.592893 0.0 0.1 0.1
Cl 2.092569 1.273200 -4.874094 0.1 -0.1 -0.1
H 3.533497 1.641531 -6.682042 0.0 0.0 0.0
C 5.034130 1.041236 6.384115 -0.1 0.0 0.0
Cl 6.551473 0.433637 7.025838 0.0 0.0 0.0
Cl 4.017368 1.691804 7.669564 0.0 0.0 0.0
Cl 5.329217 2.261048 5.134929 0.1 0.0 0.1
H 4.504643 0.219537 5.919408 0.0 0.0 0.0
C 7.368610 -6.893136 -4.783881 0.0 0.0 0.0
Cl 8.739875 -7.299423 -5.805119 0.1 0.0 0.1
Cl 5.885680 -7.629468 -5.393083 0.0 0.0 0.0
Cl 7.658059 -7.365493 -3.107372 0.0 0.0 0.0
H 7.242026 -5.817902 -4.807549 0.0 0.0 0.0
C -8.941052 9.516810 -0.784234 0.0 0.0 0.0
Cl -7.726652 9.264972 -2.044817 0.0 0.0 0.0
Cl -10.518738 8.951294 -1.311926 0.0 0.0 0.0
Cl -8.457265 8.728334 0.721216 0.0 0.0 0.0
H -9.004056 10.580546 -0.594664 0.0 0.0 0.0
C 1.482875 -8.113923 -1.028179 0.1 0.0 0.0
Cl 2.184585 -8.090907 0.592393 -0.1 0.0 0.0
Cl 0.814968 -6.525692 -1.436548 -0.2 -0.1 0.1
Cl 2.669538 -8.609644 -2.221452 0.1 0.0 -0.1
H 0.668937 -8.826811 -1.039258 0.0 0.0 0.0
C 0.873549 4.166716 8.352639 0.0 0.0 0.0
Cl -0.079623 5.075169 9.523004 0.0 0.0 0.0
Cl -0.160981 3.412399 7.137859 -0.1 0.0 0.1
Cl 2.087209 5.188935 7.588121 0.0 0.0 0.0
H 1.388354 3.376123 8.883225 0.0 0.0 0.0
C -6.713285 2.384432 5.315701 0.0 -0.1 -0.1
Cl -5.527935 3.647563 4.950208 0.0 0.0 0.1
Cl -5.994983 0.790228 5.108212 0.0 0.0 0.0
Cl -7.389908 2.595104 6.918984 0.0 0.0 0.0
H -7.518098 2.475080 4.597575 0.0 0.0 0.0
C 0.576115 -5.833098 3.396609 0.0 0.0 0.0
Cl 2.144111 -6.407333 3.952840 0.0 0.0 0.0
Cl -0.302513 -5.039816 4.706279 0.0 0.0 0.0
Cl 0.748020 -4.749005 2.017550 0.0 0.0 -0.1
H -0.001582 -6.691938 3.079746 0.0 0.0 0.0
C 7.759186 -5.463308 -9.466596 0.1 0.0 0.0
Cl 9.156906 -4.452760 -9.835360 0.0 0.0 0.0
Cl 8.241331 -7.143937 -9.245127 -0.1 0.0 -0.1
Cl 6.893826 -4.847071 -8.055987 0.0 0.0 -0.1
H 7.083793 -5.419063 -10.310849 0.0 0.0 0.0
```
Positions in Å, forces in eV/Å.

LUMO level = -0.1655 Eh
HOMO energy = -11.712 eV
Kohn-Sham gap = 7.210 eV
total charge = +1

These are the Löwdin partial charges, in e, on atoms 1 to 6: number 1, C, carries -0.120; number 2, C, carries -0.335; number 3, C, carries -0.981; number 4, I, carries 0.979; number 5, S, carries 0.666; number 6, O, carries -0.324



# C4H5NO2S

An isolated molecule of C4H5NO2S (ωB97M-V/def2-TZVPD, the Open Molecules 2025 dataset).

The geometry in XYZ format:
```
13
Properties=species:S:1:pos:R:3:forces:R:3
C -0.837639 0.026809 2.807928 -0.1 -0.8 2.0
C -0.099969 0.007997 0.091556 1.3 -0.4 0.3
C 0.410684 0.409648 -2.102372 4.1 0.2 -0.2
C 1.126978 -0.764646 -2.750238 -1.5 -6.8 -3.5
H 0.039689 0.671675 2.687090 0.3 -0.7 0.4
H -0.561413 -1.196880 3.079430 -0.9 4.0 -0.5
H -1.466537 0.686600 3.753467 1.3 -2.5 -3.3
H 1.282882 0.967768 -1.503426 -2.2 -0.7 -1.4
H 0.028212 0.942081 -2.951296 -0.3 0.7 -0.1
N 1.144399 -1.838153 -3.351709 0.6 6.8 3.8
O 1.079164 -0.020227 0.448824 -3.2 0.1 -1.6
O -0.621671 -0.001731 -1.287284 1.5 0.2 3.2
S -1.524779 0.109060 1.078031 -0.7 -0.1 1.1
```
Positions in Å, forces in eV/Å.

LUMO level = 0.0143 Eh
HOMO energy = -10.220 eV
Kohn-Sham gap = 10.608 eV
SMILES = CSC(=O)OCC#N
ΔE to the lowest compared entry with this formula, charge and spin = 88.4 kcal per mole

These are the Löwdin partial charges, in e, on atoms 1 to 6: number 1, C, carries -0.402; number 2, C, carries -0.731; number 3, C, carries -0.248; number 4, C, carries -0.124; number 5, H, carries -0.011; number 6, H, carries 0.121



# C28H50BrN8O4S2SiW

A structure of composition C28H50BrN8O4S2SiW (ωB97M-V/def2-TZVPD, the Open Molecules 2025 dataset).

The geometry in XYZ format:
```
95
Properties=species:S:1:pos:R:3:forces:R:3
W 0.558555 -0.235620 0.379916 0.7 0.4 0.5
C -3.667965 3.324168 -3.804380 0.0 0.0 0.0
C -3.549001 2.050947 -3.054578 0.0 0.0 -0.1
N -4.471250 1.155348 -2.917776 0.1 -0.1 0.1
N -3.894425 0.187249 -2.155001 -0.2 0.0 -0.1
C -2.640560 0.456928 -1.794976 0.0 0.1 0.2
S -1.688540 -0.613756 -0.871433 -0.1 -0.1 -0.3
N -2.405399 1.655569 -2.376329 0.0 0.1 0.0
N -1.219990 2.381058 -2.240266 0.0 -0.1 0.1
H -4.623313 3.329517 -4.322207 0.0 0.0 0.0
H -2.869720 3.423493 -4.541524 0.0 0.0 0.0
H -3.639668 4.184103 -3.132202 0.0 0.0 0.0
H -4.414573 -0.640208 -1.907333 0.0 0.0 0.0
H -0.513004 1.972137 -2.844583 0.0 0.0 -0.1
H -1.401771 3.334726 -2.531492 0.0 0.0 0.0
C 1.945185 -3.033540 -2.199909 0.0 0.0 0.0
C 1.271066 -3.280532 -0.901750 0.0 0.0 -0.1
N 0.732416 -2.391923 -0.081525 -0.3 -0.1 0.3
C 0.205714 -3.106483 0.983207 -0.1 0.0 -0.1
C 0.434145 -4.432048 0.801770 0.1 -0.1 0.0
N 1.102453 -4.513133 -0.382416 0.0 0.0 -0.1
C 0.187564 -5.702116 1.556329 -0.1 0.0 0.0
O -0.483071 -5.620365 2.683352 0.0 0.0 0.0
O 0.621621 -6.718487 1.087221 0.0 0.0 0.0
C -0.511481 -2.386293 2.038507 0.1 0.1 0.2
O -1.032190 -2.939812 2.972724 -0.1 0.1 0.1
O -0.509865 -1.066253 1.842428 0.4 -0.2 -0.4
H 1.962925 -1.970661 -2.413606 0.0 0.0 0.0
H 1.413863 -3.543521 -3.004774 0.0 0.0 0.0
H 2.968011 -3.412399 -2.179461 0.0 0.0 0.0
H 1.401309 -5.401161 -0.767994 0.0 0.0 0.0
H -0.759319 -4.698867 2.889513 0.0 0.0 0.0
C 0.415161 1.506671 2.940349 0.1 0.1 0.0
C 0.083515 2.815878 3.696875 0.0 0.0 -0.1
N -0.306903 3.858172 2.758681 0.0 0.1 0.0
C 0.772850 4.071521 1.808623 -0.1 -0.1 0.0
C 1.021225 2.793119 0.960717 0.0 0.1 0.0
N 0.153382 1.680779 1.460484 -0.5 -0.3 0.2
C -1.283683 2.103818 1.318907 0.1 0.2 0.1
C -1.513178 3.449854 2.054024 0.1 0.0 0.0
H -0.195925 0.679552 3.285667 0.0 0.0 0.0
H 1.461854 1.234890 3.059708 0.0 0.0 0.0
H 0.950662 3.161055 4.258821 0.0 0.0 0.0
H -0.729017 2.658357 4.404978 0.0 0.0 0.0
H 1.670326 4.344152 2.363251 0.0 0.0 0.0
H 0.510454 4.907608 1.159880 0.0 0.0 0.0
H 2.057909 2.459748 1.016517 0.0 0.0 0.0
H 0.764369 2.958047 -0.084733 0.0 0.0 0.0
H -1.895211 1.302742 1.729885 0.0 -0.1 0.0
H -1.485745 2.200734 0.257138 0.0 -0.1 -0.1
H -2.327007 3.364794 2.772873 0.0 0.0 0.0
H -1.775298 4.234917 1.343500 0.0 0.0 0.0
S 3.701434 -0.588768 1.871128 0.2 -0.1 0.2
C 2.333682 -0.377966 1.217479 -0.8 0.0 -0.4
C 2.745420 -0.395507 -5.018533 0.1 0.0 -0.1
C 4.071385 0.197121 -4.494585 -0.1 -0.2 0.0
C 4.795927 -0.916424 -3.721427 0.1 0.0 -0.1
C 4.941841 0.624374 -5.699477 0.0 0.1 0.0
Si 3.868525 1.734730 -3.436222 -0.3 -0.1 0.3
Br 1.650378 0.685798 -1.756459 0.3 0.1 -0.4
C 2.866380 3.174733 -4.116171 -0.3 0.0 0.0
C 1.845710 2.706116 -5.165367 0.1 0.1 -0.1
C 2.095768 3.979143 -3.049404 0.1 0.1 -0.1
C 3.895281 4.106049 -4.800722 0.0 0.0 0.0
C 5.104446 2.071031 -2.067139 0.0 0.0 0.2
C 6.467686 2.240086 -2.780386 0.0 0.0 0.0
C 4.778553 3.360489 -1.299258 0.1 0.0 0.0
C 5.203966 0.943210 -1.024828 0.1 0.0 -0.1
H 2.960784 -1.386742 -5.426303 0.0 0.0 0.0
H 2.313652 0.193264 -5.822222 0.0 0.0 0.0
H 1.993277 -0.514897 -4.238814 0.0 0.0 0.0
H 4.913794 -1.774073 -4.389084 0.0 0.0 0.0
H 4.227648 -1.243878 -2.848882 0.0 0.0 0.0
H 5.793605 -0.623211 -3.398866 0.0 0.0 0.0
H 5.066854 -0.241743 -6.354516 0.0 0.0 0.0
H 5.938030 0.957661 -5.400885 0.0 0.0 0.0
H 4.480450 1.417341 -6.291929 0.0 -0.1 0.0
H 1.138666 1.977295 -4.761855 0.0 0.0 0.0
H 2.323392 2.269659 -6.041682 0.0 0.0 0.0
H 1.281352 3.577074 -5.509585 0.0 0.0 0.0
H 1.455110 3.348875 -2.430342 0.0 0.0 0.0
H 1.463093 4.704172 -3.570050 0.0 0.0 0.0
H 2.751552 4.540818 -2.391251 0.0 0.0 0.0
H 4.449715 3.606013 -5.598657 0.0 0.0 0.0
H 4.616040 4.524527 -4.096555 0.0 0.0 0.0
H 3.354490 4.941517 -5.253115 0.0 0.0 0.0
H 6.463635 3.056019 -3.508569 0.0 0.0 0.0
H 6.791887 1.331228 -3.289186 0.0 0.0 0.0
H 7.220429 2.480496 -2.025218 0.0 0.0 0.0
H 4.793124 4.245552 -1.934488 0.0 0.0 0.0
H 5.545378 3.503004 -0.533369 0.0 0.0 0.0
H 3.811794 3.301551 -0.794881 0.0 0.0 0.0
H 5.574673 0.009155 -1.435623 0.0 0.0 0.0
H 4.246350 0.752302 -0.543117 0.0 0.1 0.0
H 5.910770 1.262730 -0.253392 0.0 0.0 0.0
```
Positions in Å, forces in eV/Å.

LUMO level (alpha / beta) = -0.2469 / -0.2578 Eh
HOMO energy (alpha / beta) = -13.357 / -13.206 eV
Kohn-Sham gap (alpha / beta) = 6.638 / 6.192 eV
total charge = +2
ΔE to the lowest compared entry with this formula, charge and spin = 3.8 kcal per mole
multiplicity = 2

These are the Löwdin partial charges, in e, on atoms 1 to 6: number 1, W, carries 1.080; number 2, C, carries 0.010; number 3, C, carries -0.305; number 4, N, carries 0.158; number 5, N, carries 0.043; number 6, C, carries -0.685



Number 1: electronic energy -577408.5114 eV. Number 2: electronic energy -20646.3463 eV. Number 3: electronic energy -151363.0662 eV.